Record 1
{"formula": "C2H3O2P", "method": "ωB97M-V with the def2-TZVPD basis set", "homo_lumo_gap_ev": 10.03, "charge": 0, "relative_energy_kcal_mol": 41.15, "elements": ["C", "C", "O", "O", "P", "H", "H", "H"], "coordinates": [[0.921, 0.386, 0.501], [1.575, 0.211, -0.501], [-1.603, 1.019, -0.449], [-1.597, -0.877, 1.299], [-1.158, -0.272, 0.051], [0.731, 0.739, 1.482], [-0.769, -1.204, -0.899], [1.901, -0.001, -1.483]]}

Record 2
{"formula": "C6H14N2O2", "method": "ωB97M-V with the def2-TZVPD basis set", "homo_lumo_gap_ev": 8.53, "charge": 0, "relative_energy_kcal_mol": 87.54, "elements": ["C", "C", "C", "C", "C", "C", "N", "N", "O", "O", "H", "H", "H", "H", "H", "H", "H", "H", "H", "H", "H", "H", "H", "H"], "coordinates": [[1.093, -2.803, -0.611], [-1.307, -2.921, -0.070], [-0.505, 3.214, 1.798], [-0.432, 2.864, -0.654], [-0.208, -1.994, -0.512], [0.798, 1.457, 1.074], [1.291, 0.672, 0.120], [-0.083, 2.424, 0.708], [0.935, -4.094, -0.747], [2.132, -2.231, -0.773], [-1.079, -3.371, 0.823], [-1.456, -3.690, -0.750], [-2.204, -2.456, -0.033], [-1.538, 3.021, 1.970], [0.077, 2.896, 2.580], [-0.401, 4.228, 1.410], [-0.985, 3.812, -0.642], [0.439, 3.042, -1.249], [-1.041, 2.249, -1.231], [-0.305, -1.646, -1.534], [0.016, -1.050, 0.100], [1.065, 0.655, -0.927], [2.103, 0.277, 0.429], [1.595, -4.555, -1.280]]}

Record 3
{"formula": "C55H60BrF14N3O3S", "method": "ωB97M-V with the def2-TZVPD basis set", "homo_lumo_gap_ev": 6.75, "smiles": "C=C[C@]1(OC[C@H](C)O)C(=O)N[C@](CCCCC(F)(F)C(F)(F)S(F)(F)(F)(F)F)(C[C@H](C)Br)[C@@]1(CCN)c1ccncc1.Fc1ccccc1.Fc1ccccc1.Fc1ccccc1.Fc1ccccc1.Fc1ccccc1", "charge": 0, "relative_energy_kcal_mol": 68.13, "elements": ["C", "C", "C", "O", "C", "C", "C", "O", "C", "O", "N", "C", "C", "C", "C", "C", "C", "F", "F", "C", "F", "F", "S", "F", "F", "F", "F", "F", "C", "C", "C", "Br", "C", "C", "C", "N", "C", "C", "C", "N", "C", "C", "H", "H", "H", "H", "H", "H", "H", "H", "H", "H", "H", "H", "H", "H", "H", "H", "H", "H", "H", "H", "H", "H", "H", "H", "H", "H", "H", "H", "H", "H", "H", "H", "H", "H", "H", "F", "C", "C", "C", "C", "C", "C", "H", "H", "H", "H", "H", "F", "C", "C", "C", "C", "C", "C", "H", "H", "H", "H", "H", "F", "C", "C", "C", "C", "C", "C", "H", "H", "H", "H", "H", "F", "C", "C", "C", "C", "C", "C", "H", "H", "H", "H", "H", "F", "C", "C", "C", "C", "C", "C", "H", "H", "H", "H", "H"], "coordinates": [[-4.446, -0.970, 1.589], [-3.842, -0.433, 0.442], [-2.690, -1.070, -0.428], [-2.994, -0.584, -1.717], [-4.047, -1.277, -2.381], [-4.285, -0.515, -3.758], [-3.677, -1.335, -4.919], [-3.642, 0.768, -3.698], [-2.821, -2.593, -0.077], [-3.719, -3.377, -0.194], [-1.602, -2.875, 0.503], [-0.703, -1.738, 0.940], [0.698, -2.420, 0.725], [1.909, -1.459, 0.461], [2.832, -1.999, -0.696], [3.420, -0.844, -1.595], [4.885, -0.562, -1.124], [5.580, -1.685, -1.434], [4.808, -0.358, 0.219], [5.386, 0.685, -1.918], [5.688, 0.238, -3.154], [4.459, 1.628, -2.092], [6.941, 1.523, -1.238], [7.434, 0.190, -0.507], [6.171, 2.074, 0.055], [6.541, 2.908, -1.994], [7.772, 1.134, -2.573], [8.270, 2.247, -0.706], [-1.167, -1.571, 2.443], [-0.040, -1.471, 3.501], [-0.761, -1.370, 4.903], [1.143, 0.083, 3.366], [-1.181, -0.670, -0.128], [-0.980, 0.843, 0.137], [-1.520, 1.513, 1.418], [-1.003, 2.926, 1.453], [-0.540, -0.931, -1.552], [-0.534, -2.195, -2.208], [0.074, -2.342, -3.448], [0.681, -1.428, -4.222], [0.662, -0.261, -3.568], [0.135, 0.053, -2.315], [-4.057, -0.922, 2.621], [-5.382, -1.545, 1.435], [-4.187, 0.573, 0.119], [-5.016, -1.265, -1.851], [-3.684, -2.289, -2.640], [-5.374, -0.325, -3.864], [-2.678, -1.718, -4.621], [-3.617, -0.751, -5.855], [-4.313, -2.241, -5.044], [-4.251, 1.462, -3.982], [-1.481, -3.762, 0.981], [0.675, -3.137, -0.117], [0.979, -3.041, 1.604], [1.643, -0.407, 0.266], [2.546, -1.466, 1.366], [2.322, -2.724, -1.356], [3.663, -2.546, -0.208], [3.380, -1.128, -2.662], [2.761, 0.026, -1.443], [-1.952, -0.804, 2.576], [-1.693, -2.510, 2.718], [0.565, -2.393, 3.574], [-0.156, -1.794, 5.721], [-1.735, -1.896, 4.849], [-1.009, -0.305, 5.093], [0.107, 1.068, 0.076], [-1.425, 1.389, -0.727], [-1.216, 1.086, 2.384], [-2.623, 1.641, 1.463], [-0.919, 3.227, 0.480], [-0.040, 2.864, 1.790], [-1.001, -3.074, -1.752], [0.066, -3.360, -3.882], [1.144, 0.566, -4.122], [0.264, 1.080, -1.957], [-5.421, 2.098, 2.154], [-6.627, 1.881, 2.712], [-7.164, 2.839, 3.551], [-8.410, 2.617, 4.122], [-9.097, 1.439, 3.856], [-8.542, 0.484, 3.014], [-7.301, 0.707, 2.434], [-6.610, 3.747, 3.752], [-8.845, 3.363, 4.775], [-10.067, 1.267, 4.306], [-9.075, -0.436, 2.810], [-6.857, -0.021, 1.770], [4.402, -3.682, 6.491], [4.913, -2.923, 5.506], [6.232, -3.099, 5.130], [6.756, -2.317, 4.109], [5.960, -1.363, 3.484], [4.638, -1.195, 3.876], [4.109, -1.983, 4.890], [6.838, -3.841, 5.633], [7.785, -2.450, 3.800], [6.371, -0.751, 2.691], [4.019, -0.449, 3.393], [3.077, -1.872, 5.203], [-4.843, 4.221, -2.160], [-4.319, 5.003, -3.121], [-2.998, 4.827, -3.490], [-2.458, 5.630, -4.485], [-3.241, 6.605, -5.091], [-4.565, 6.773, -4.707], [-5.111, 5.964, -3.719], [-2.402, 4.068, -3.000], [-1.427, 5.497, -4.787], [-2.817, 7.234, -5.864], [-5.174, 7.536, -5.177], [-6.144, 6.075, -3.413], [2.011, 2.161, 6.724], [3.250, 2.014, 7.229], [3.747, 2.974, 8.090], [5.024, 2.819, 8.614], [5.790, 1.715, 8.262], [5.279, 0.761, 7.391], [3.999, 0.908, 6.875], [3.138, 3.832, 8.346], [5.421, 3.560, 9.295], [6.787, 1.598, 8.667], [5.877, -0.098, 7.112], [3.582, 0.172, 6.202], [-0.269, -3.962, -6.520], [0.654, -3.479, -7.377], [0.605, -3.857, -8.705], [1.552, -3.356, -9.588], [2.541, -2.494, -9.129], [2.578, -2.127, -7.789], [1.626, -2.618, -6.906], [-0.168, -4.537, -9.042], [1.520, -3.639, -10.632], [3.282, -2.107, -9.819], [3.351, -1.458, -7.431], [1.634, -2.336, -5.860]]}

Record 4
{"formula": "C36H39CdClP2", "method": "ωB97M-V with the def2-TZVPD basis set", "homo_lumo_gap_ev": [4.18, 4.17], "charge": 0, "relative_energy_kcal_mol": 25.24, "elements": ["Cd", "C", "C", "C", "C", "C", "C", "C", "C", "C", "H", "H", "H", "H", "H", "H", "H", "H", "H", "H", "H", "H", "H", "H", "H", "P", "P", "C", "C", "C", "C", "C", "C", "C", "C", "C", "C", "C", "C", "C", "C", "C", "C", "C", "C", "C", "C", "C", "C", "C", "C", "C", "C", "H", "H", "H", "H", "H", "H", "H", "H", "H", "H", "H", "H", "H", "H", "H", "H", "H", "H", "H", "H", "H", "H", "Cl", "C", "H", "H"], "coordinates": [[-0.301, 1.409, -2.344], [-1.908, 1.298, -3.831], [-1.801, 0.024, -3.245], [-1.051, -1.077, -3.978], [0.386, -0.702, -4.483], [1.116, 0.364, -3.693], [1.020, 1.722, -4.021], [0.153, 2.171, -5.201], [-1.301, 1.605, -5.205], [1.612, -0.241, 3.414], [-2.704, 1.997, -3.518], [-2.570, -0.318, -2.536], [-1.630, -1.423, -4.853], [-0.965, -1.964, -3.323], [0.980, -1.625, -4.384], [0.357, -0.492, -5.568], [1.989, -0.005, -3.136], [1.815, 2.412, -3.698], [0.630, 1.919, -6.167], [0.075, 3.272, -5.178], [-1.962, 2.358, -5.671], [-1.347, 0.721, -5.862], [0.840, 0.504, 3.595], [2.490, -0.035, 4.045], [1.215, -1.236, 3.644], [-1.721, -0.350, 2.120], [2.127, -0.230, 1.724], [-0.486, -0.554, 0.841], [0.831, -0.873, 0.714], [-2.484, -1.986, 2.209], [-2.609, -2.672, 0.982], [-3.308, -3.868, 0.905], [-3.858, -4.420, 2.063], [-3.682, -3.777, 3.297], [-2.974, -2.576, 3.385], [-2.882, 0.589, 1.066], [-2.416, 1.784, 0.506], [-3.345, 2.727, 0.043], [-4.693, 2.371, -0.102], [-5.127, 1.112, 0.338], [-4.233, 0.240, 0.978], [3.592, -1.294, 1.738], [3.450, -2.648, 2.094], [4.580, -3.467, 2.196], [5.857, -2.954, 1.955], [5.998, -1.602, 1.642], [4.880, -0.766, 1.550], [2.620, 1.403, 1.156], [2.579, 2.498, 2.029], [2.915, 3.765, 1.554], [3.266, 3.941, 0.209], [3.319, 2.844, -0.665], [3.013, 1.571, -0.186], [-1.008, -0.503, -0.148], [1.157, -1.376, -0.212], [-2.131, -2.276, 0.086], [-3.408, -4.371, -0.061], [-4.417, -5.356, 2.002], [-4.101, -4.229, 4.201], [-2.779, -2.083, 4.343], [-1.350, 2.024, 0.488], [-3.000, 3.741, -0.171], [-5.397, 3.072, -0.549], [-6.168, 0.793, 0.217], [-4.585, -0.705, 1.400], [2.456, -3.047, 2.302], [4.466, -4.515, 2.469], [6.734, -3.604, 2.007], [6.992, -1.188, 1.471], [5.002, 0.299, 1.343], [2.307, 2.352, 3.073], [2.897, 4.610, 2.236], [3.508, 4.935, -0.164], [3.598, 2.970, -1.718], [3.073, 0.703, -0.855], [-1.377, 0.347, 5.137], [-1.560, 0.878, 3.425], [-2.487, 1.476, 3.404], [-0.767, 1.590, 3.132]]}